1.
ORCA calculation (wB97M-V/def2-TZVPD) on a 11-piece molecular cluster, C22H66O11 overall in a non-equilibrium geometry.

Geometry as XYZ:
```
99
Properties=species:S:1:pos:R:3:forces:R:3:mulliken_charge:R:1
C -0.8103 4.6963 -0.6865 -1.37 0.11 0.82 -1.408
C -1.1812 3.3762 0.0012 0.81 -0.27 -0.40 1.249
O -2.5715 3.3628 0.3074 0.07 0.18 -0.13 -0.603
H -1.1096 4.6862 -1.7328 0.50 -0.10 -0.16 0.194
H 0.1945 5.0572 -0.4897 0.22 -0.36 -0.37 0.292
H -1.4755 5.4453 -0.2426 0.09 0.06 0.12 0.491
H -0.5696 3.1904 0.8908 -0.13 0.39 0.32 0.114
H -0.9092 2.5262 -0.6340 -0.25 0.00 -0.27 -0.498
H -2.8576 2.4461 0.3692 0.07 -0.04 -0.16 0.204
C -0.5512 -1.1032 -0.8048 0.47 0.13 -0.16 1.734
C 0.0839 -0.5117 0.4419 -0.09 1.78 0.08 0.104
O 1.1911 0.3669 0.2054 0.49 -0.79 -0.11 -0.182
H -1.1146 -0.3519 -1.3583 -0.57 -0.08 0.47 -0.990
H -1.1300 -1.9633 -0.4676 -0.36 0.03 -0.46 0.411
H 0.1644 -1.4022 -1.5725 0.40 -0.44 0.48 -1.022
H 0.2970 -1.2418 1.2268 0.18 -0.19 -0.17 -0.244
H -0.5934 0.2345 0.8685 -0.54 -0.57 0.22 0.028
H 1.9438 -0.1916 -0.0428 -0.01 0.10 -0.27 0.187
C -2.6575 1.4998 3.0765 0.70 0.68 0.45 -0.509
C -3.0145 2.2053 4.4133 -0.63 -1.35 -2.23 -0.410
O -3.7669 3.3689 4.0650 0.57 0.00 1.20 -0.497
H -2.0250 2.0936 2.4152 0.28 0.17 0.39 0.047
H -3.5759 1.4113 2.4924 -0.11 -0.70 0.19 0.094
H -2.1432 0.5642 3.3072 -0.33 -0.23 -0.38 0.290
H -2.1411 2.3596 5.0385 -0.08 0.80 -0.07 0.373
H -3.6140 1.4195 4.8876 -0.30 0.49 0.62 0.269
H -4.4968 3.0586 3.5250 -0.07 0.08 -0.07 0.285
C 0.9487 -3.0678 4.2660 0.65 0.42 -0.64 -0.626
C 2.4325 -2.8687 4.5914 -0.42 -1.23 1.20 -0.348
O 2.5582 -2.8322 6.0254 0.29 0.32 -0.12 -0.572
H 0.7769 -2.8862 3.2016 -0.24 0.22 0.07 -0.059
H 0.3940 -2.3804 4.9021 -0.26 0.05 -0.26 0.353
H 0.6096 -4.0895 4.4429 0.18 -0.03 0.26 0.380
H 2.9030 -1.9588 4.2298 -0.33 0.11 -0.14 0.283
H 3.0113 -3.7335 4.2529 0.10 0.16 -0.41 0.265
H 2.1712 -3.6392 6.3762 0.02 -0.02 0.00 0.306
C 1.1791 -2.9268 -4.2786 -0.32 0.04 -0.17 -0.325
C 2.6765 -3.0935 -4.3531 0.12 1.18 -0.12 -0.583
O 3.1922 -3.8807 -3.2849 -0.22 -0.17 -0.45 -0.465
H 0.8266 -2.3695 -3.4118 0.29 -0.18 0.27 -0.318
H 0.7078 -3.9129 -4.2740 -0.21 0.11 -0.12 0.375
H 0.8290 -2.3432 -5.1330 -0.02 -0.26 -0.17 0.339
H 3.1490 -2.1094 -4.2847 0.08 -0.09 0.22 0.316
H 2.9628 -3.4503 -5.3477 0.06 -0.45 0.18 0.363
H 2.7841 -4.7451 -3.4191 0.21 -0.08 0.39 0.306
C -0.4033 0.7925 -3.8355 0.06 -0.51 0.18 0.281
C -1.7652 1.0923 -4.3835 -0.61 -0.12 -0.98 0.067
O -1.9996 2.4806 -4.2207 -0.16 0.56 0.44 -0.488
H 0.4176 1.2495 -4.3890 -0.15 0.27 0.01 0.437
H -0.1981 -0.2799 -3.8124 -0.12 -0.02 0.04 -0.130
H -0.4383 1.1456 -2.8033 0.39 0.04 -0.02 -0.702
H -2.5330 0.5066 -3.8645 0.18 0.18 0.21 -0.243
H -1.9289 0.8695 -5.4467 0.53 -0.29 0.05 0.523
H -2.3499 2.8496 -5.0318 -0.05 0.01 -0.04 0.256
C 2.4501 2.5440 -1.8226 -1.54 -0.32 -0.08 -0.035
C 2.6751 3.3525 -3.0816 0.83 -0.43 0.44 -0.659
O 1.5698 4.2055 -3.3294 0.30 -0.09 -0.19 -0.539
H 1.5037 2.0059 -1.9617 0.09 -0.16 0.02 -0.076
H 2.2255 3.2099 -0.9903 0.42 0.06 0.06 -0.030
H 3.1757 1.7780 -1.5565 0.36 0.32 -0.11 0.437
H 2.8888 2.6842 -3.9233 -0.21 0.01 -0.16 0.251
H 3.5895 3.9325 -2.9435 -0.28 0.49 -0.20 0.399
H 0.8051 3.6285 -3.4463 -0.09 0.14 0.03 0.300
C 4.3987 -3.6032 0.0087 0.68 -0.43 0.17 -1.250
C 3.0933 -2.8361 0.2044 -0.07 -0.94 -0.79 0.136
O 2.9285 -1.8907 -0.8458 -0.08 0.45 0.38 -0.297
H 5.3334 -3.0419 -0.0770 -0.39 0.73 0.50 0.323
H 4.4468 -4.1378 -0.9439 -0.69 -0.17 0.05 0.233
H 4.5680 -4.3326 0.8046 -0.16 -0.04 0.00 0.369
H 2.9336 -2.3947 1.1885 0.59 0.58 -0.16 0.247
H 2.2519 -3.5405 0.1424 0.13 -0.26 -0.04 0.158
H 3.0255 -2.3947 -1.6652 -0.03 0.03 -0.03 0.074
C 3.1747 4.6952 2.2169 0.15 -1.04 0.19 -0.890
C 3.9749 3.3842 2.1525 0.18 0.77 0.50 -0.317
O 3.8891 2.7182 0.9065 0.09 0.15 0.31 -0.445
H 3.3590 5.1597 3.1865 -0.10 0.08 0.01 0.407
H 2.1184 4.4310 2.1475 -0.13 0.48 -0.20 0.166
H 3.5146 5.3690 1.4337 -0.28 0.02 -0.11 0.242
H 3.6981 2.7189 2.9750 -0.21 -0.05 0.00 0.312
H 5.0050 3.6777 2.3636 0.25 -0.42 -0.47 0.302
H 2.9864 2.3862 0.8244 0.06 -0.07 -0.09 0.151
C -2.6169 -4.1088 1.7071 0.18 0.93 -0.12 -0.814
C -2.9934 -4.5742 3.0873 -0.92 -2.17 0.87 -0.265
O -4.3902 -4.4411 3.3924 -0.29 0.59 -0.94 -0.545
H -2.9275 -3.0789 1.5192 0.20 0.10 0.11 0.189
H -3.0233 -4.6921 0.8806 -0.39 -0.30 0.40 0.379
H -1.5354 -4.1994 1.5854 0.06 0.23 0.14 0.253
H -2.4603 -4.2454 3.9810 0.62 0.74 -0.62 0.266
H -2.8263 -5.6606 3.0753 0.31 -0.05 0.07 0.230
H -4.5457 -4.4433 4.3371 0.25 -0.03 0.09 0.313
C -5.6271 0.5636 -1.2423 0.86 -1.22 -0.69 -1.271
C -4.2168 0.1002 -1.6395 -0.44 -0.38 -1.15 -0.273
O -3.2808 1.1441 -1.5908 0.38 0.57 0.56 -0.245
H -5.5980 0.9185 -0.2159 -0.51 0.46 -0.16 0.263
H -6.3440 -0.2478 -1.3865 0.12 -0.22 0.53 0.397
H -5.9265 1.2260 -2.0571 -0.03 0.82 0.67 0.384
H -4.2921 -0.2363 -2.6892 0.00 -0.16 0.12 0.297
H -3.7503 -0.7341 -1.1080 -0.48 0.12 0.38 0.269
H -3.7089 1.9789 -1.8185 0.16 -0.02 -0.10 0.211
```
Positions in Å, forces in eV/Å.

Results
charge	0
HOMO level	-9.676	eV
maximum force	2.68	eV/A
relative energy (zero: lowest compared OMol25 entry of this formula, charge and spin)	95.1	kcal/mol
Kohn-Sham gap	10.0351	eV
lowest unoccupied orbital energy	0.4	eV

***

2.
ORCA calculation (wB97M-V/def2-TZVPD) on a 11-piece molecular cluster, C22H66O11 overall in a non-equilibrium geometry.

Geometry as XYZ:
```
99
Properties=species:S:1:pos:R:3:forces:R:3:mulliken_charge:R:1
C -3.1004 0.1474 -4.2401 0.53 -1.33 -0.76 -0.984
C -3.6930 1.3667 -4.8759 0.19 1.22 0.78 -0.216
O -3.7929 2.4209 -3.8708 -0.45 -0.36 0.31 -0.494
H -3.8243 -0.4652 -3.7005 -0.10 0.44 0.34 0.383
H -2.1960 0.2796 -3.6465 -0.16 0.41 0.14 0.079
H -2.7879 -0.5391 -5.0400 0.00 0.16 -0.06 0.419
H -4.6860 1.1139 -5.2536 0.02 0.29 -0.12 0.224
H -3.0888 1.8481 -5.6470 0.05 -0.77 -0.36 0.388
H -3.5567 3.2728 -4.2402 -0.06 0.00 -0.22 0.242
C 1.9949 3.2351 2.2765 0.35 -0.13 0.61 0.630
C 1.6800 3.6703 3.6931 0.32 -0.37 0.93 -0.564
O 0.5860 2.9311 4.2635 -0.35 0.02 -0.76 -0.443
H 2.8218 3.8326 1.8885 -0.12 0.21 -0.01 0.526
H 1.1588 3.2874 1.5850 0.00 -0.15 0.19 -0.479
H 2.4085 2.2308 2.3520 -0.40 -0.22 -0.28 -0.694
H 1.5322 4.7468 3.8046 -0.20 -0.01 -0.20 0.382
H 2.5234 3.3810 4.3330 0.32 0.45 -0.27 0.317
H 0.2451 3.4016 5.0272 0.02 0.05 0.04 0.247
C -1.6746 -5.2061 0.1153 -0.31 -0.20 -0.14 -0.685
C -1.1889 -6.6107 0.3938 0.37 -0.56 -0.73 -0.359
O 0.0375 -6.5965 1.1128 -0.16 -0.39 0.02 -0.517
H -0.8365 -4.6526 -0.3077 -0.02 0.20 0.19 0.110
H -2.0659 -4.7282 1.0128 0.16 0.16 -0.03 0.259
H -2.4563 -5.2223 -0.6501 -0.10 0.01 0.14 0.344
H -1.0526 -7.1133 -0.5771 0.20 0.11 0.04 0.224
H -1.9019 -7.2763 0.8890 -0.09 0.44 0.40 0.305
H 0.7512 -6.7130 0.4648 -0.09 0.39 0.23 0.373
C -0.4782 4.5852 -0.4390 -0.19 -0.54 -0.37 0.088
C -1.8518 5.1419 -0.0241 1.22 0.01 -1.21 -0.316
O -2.5619 4.2608 0.7926 -0.53 0.01 0.55 -0.546
H -0.6324 3.6897 -1.0488 -0.17 -0.01 -0.01 -0.105
H 0.1637 4.2312 0.3678 -0.15 0.59 0.11 -0.454
H 0.0425 5.2837 -1.1014 0.11 0.12 0.33 0.444
H -2.3305 5.3133 -1.0016 -0.45 0.11 0.38 0.252
H -1.7343 6.1197 0.4528 -0.18 -0.21 0.24 0.372
H -3.0928 3.6741 0.2391 0.38 0.02 -0.15 0.175
C 0.1009 -1.1721 0.3360 0.81 -0.56 0.76 -1.317
C -0.1925 0.2984 0.2576 -1.87 0.79 -0.51 1.732
O -0.4274 0.5787 -1.1346 0.90 -0.09 -0.20 -0.262
H 0.9717 -1.4382 -0.2690 -0.16 0.16 -0.32 0.280
H -0.7461 -1.7731 0.0125 -0.07 0.13 -0.18 0.403
H 0.3791 -1.5454 1.3290 -0.23 0.38 0.15 0.298
H 0.4940 1.0129 0.7262 0.60 -0.46 -0.34 -0.655
H -1.1414 0.5781 0.7391 0.13 -0.52 0.36 -0.622
H -1.1866 1.1572 -1.2543 -0.18 0.30 0.28 -0.019
C -3.0278 -0.2387 2.9114 -0.07 0.32 -0.85 -0.618
C -2.7487 1.0843 3.5947 0.39 -0.32 0.94 0.102
O -1.6289 0.9120 4.4798 0.00 0.25 -0.21 -0.562
H -4.0211 -0.2141 2.4489 -0.05 -0.24 0.23 0.265
H -2.9184 -1.0599 3.6142 -0.28 0.02 0.14 0.392
H -2.3335 -0.4333 2.0913 0.14 0.04 0.11 -0.136
H -3.5957 1.3394 4.2391 -0.03 0.05 -0.10 0.303
H -2.5870 1.9317 2.9247 0.02 -0.13 -0.21 0.037
H -0.8601 1.3981 4.1540 -0.08 0.05 -0.04 0.292
C 2.9153 -1.0627 4.0564 -0.58 -0.10 0.02 -0.455
C 4.3546 -1.5792 4.1806 -0.80 0.74 -0.74 -0.338
O 4.7530 -2.2738 3.0142 0.28 -0.10 -0.16 -0.570
H 2.8523 -0.0937 3.5527 0.22 -0.02 -0.05 -0.188
H 2.4080 -0.9268 5.0153 0.21 -0.03 0.08 0.453
H 2.2906 -1.7466 3.4754 0.14 -0.16 0.07 0.155
H 4.4508 -2.2746 5.0089 0.13 0.09 0.13 0.347
H 4.9447 -0.6671 4.3170 0.51 -0.37 0.37 0.246
H 4.9926 -1.6543 2.2977 -0.12 -0.09 0.33 0.380
C 0.8144 1.6540 -4.0609 -1.11 0.10 -0.67 -0.648
C 0.3222 1.3225 -5.4717 1.65 -0.31 -0.51 -0.045
O 0.9132 0.0854 -5.9249 -0.40 -0.11 0.38 -0.545
H 0.8844 0.7933 -3.4016 0.00 -0.11 -0.11 0.160
H 0.0239 2.2998 -3.6657 0.43 0.26 0.42 0.039
H 1.7625 2.1769 -4.1439 0.06 0.01 0.32 0.432
H 0.7453 2.0748 -6.1440 -0.53 0.38 0.07 0.393
H -0.7619 1.3099 -5.5851 -0.04 -0.20 0.16 -0.106
H 1.2513 0.2064 -6.8129 -0.06 0.00 -0.07 0.308
C 3.2806 -4.1022 -0.5725 0.83 -0.01 -0.26 -0.857
C 3.3217 -5.5876 -0.3961 -0.85 -1.24 1.20 -0.439
O 2.0547 -6.1657 -0.8231 0.57 -0.17 -0.38 -0.559
H 4.3155 -3.7511 -0.5046 -0.14 0.25 0.12 0.314
H 2.6958 -3.6441 0.2219 -0.10 0.10 -0.13 0.209
H 2.9056 -3.8392 -1.5614 -0.12 0.05 0.07 0.348
H 3.4002 -5.8484 0.6700 0.10 0.35 -0.07 0.233
H 4.1502 -6.1516 -0.8346 -0.04 0.54 -0.56 0.446
H 2.2815 -6.9773 -1.2875 -0.22 0.03 -0.07 0.261
C 3.5796 1.0029 0.0501 -1.13 0.48 -0.88 -1.034
C 3.7350 -0.4616 0.3693 1.17 0.77 0.45 0.680
O 5.1231 -0.6048 0.8011 -0.43 -0.71 -0.15 -0.632
H 4.1909 1.4281 -0.7497 0.23 -0.67 -0.16 0.413
H 3.8003 1.6433 0.8984 -0.14 -0.27 0.29 0.287
H 2.5421 1.1583 -0.2780 0.08 0.27 0.23 0.021
H 3.4975 -1.1583 -0.4346 0.09 0.20 -0.17 0.270
H 3.0902 -0.7135 1.2133 0.13 -0.11 0.03 -0.359
H 5.6037 -1.0396 0.0899 0.08 0.04 0.10 0.319
C -5.2643 1.6572 -0.7597 0.37 -0.46 0.01 -1.323
C -3.7886 1.3302 -0.4939 -1.02 -0.11 0.34 0.041
O -2.9262 2.1962 -1.2188 -0.02 0.14 0.10 0.145
H -5.9305 0.9574 -0.2510 0.15 -0.18 -0.06 0.433
H -5.4329 1.5786 -1.8338 -0.31 0.27 0.01 0.271
H -5.5267 2.6364 -0.3594 0.12 0.18 -0.33 0.294
H -3.5613 0.2849 -0.7283 -0.05 0.01 -0.06 0.352
H -3.6498 1.4583 0.5838 0.58 0.10 -0.13 -0.035
H -3.2962 2.3108 -2.1186 0.16 -0.16 0.10 0.040
```
Positions in Å, forces in eV/Å.

Results
charge	0
HOMO level	-9.508	eV
maximum force	2.09	eV/A
relative energy (zero: lowest compared OMol25 entry of this formula, charge and spin)	75.5	kcal/mol
Kohn-Sham gap	9.8094	eV
lowest unoccupied orbital energy	0.3	eV

***

charge of number 2 (C22H66O11)?
0

***

Number 1 is which compound?
C22H66O11

***

Which of these has the highest lowest unoccupied orbital energy?
number 1